This record from OMol25 describes a 17-piece molecular cluster, C85H218N14O27 overall in a non-equilibrium geometry. The level of theory is ωB97M-V with the def2-TZVPD basis set.

Each line ends with the Löwdin charge.
CARTESIAN COORDINATES (ANGSTROEM)
C -1.77835 -9.05049 -18.67225  -0.13
O -3.12310 -8.80092 -18.48694  -0.16
C -3.45056 -7.40305 -18.41254  -0.21
C -4.93007 -7.28791 -18.68540  -0.20
N -5.19452 -7.44975 -20.13550  -0.04
C -6.61296 -7.73121 -20.46893  -0.16
C -6.71448 -8.38637 -21.89438  -0.22
O -8.05318 -8.73706 -22.09907  -0.20
C -9.01366 -7.78101 -22.63176  -0.05
H -1.05248 -8.75561 -17.91446  0.08
H -1.42980 -8.62160 -19.61175  0.07
H -1.73464 -10.13744 -18.74101  0.09
H -2.80744 -6.71866 -18.96581  0.12
H -3.29241 -6.86896 -17.47562  0.11
H -5.29420 -6.30763 -18.37790  0.09
H -5.53166 -7.95310 -18.06596  0.10
H -4.53082 -8.06470 -20.58432  0.06
H -7.34241 -6.93264 -20.33375  0.11
H -6.96116 -8.50418 -19.78382  0.11
H -6.22822 -9.36189 -21.89394  0.12
H -6.15880 -7.89449 -22.69274  0.08
H -8.54504 -7.37722 -23.52923  0.08
H -9.10910 -7.04822 -21.83049  0.06
H -10.03143 -8.17009 -22.66092  0.09
C -4.23226 -3.81245 -19.04396  -0.06
O -5.46021 -3.04563 -18.88657  -0.22
C -5.36105 -2.13843 -17.78431  -0.21
C -6.11230 -0.83169 -18.05615  -0.16
N -5.94301 -0.62135 -19.53684  -0.03
C -6.83628 0.34744 -20.14059  -0.22
C -6.37569 0.69674 -21.48705  -0.22
O -6.35177 -0.51156 -22.26169  -0.21
C -6.02794 -0.41632 -23.65909  -0.07
H -3.41434 -3.09421 -19.10089  0.07
H -4.31903 -4.49339 -19.89067  0.08
H -4.08599 -4.33557 -18.09895  0.08
H -4.31394 -1.83854 -17.74277  0.11
H -5.84066 -2.35349 -16.82940  0.11
H -5.87359 -0.00452 -17.38764  0.11
H -7.17026 -1.08725 -17.99691  0.10
H -6.01903 -1.50655 -20.01719  0.08
H -6.79520 1.25074 -19.53194  0.12
H -7.85178 0.00275 -20.33566  0.10
H -5.31586 0.95136 -21.49302  0.12
H -7.05714 1.48054 -21.81778  0.11
H -6.66919 0.33604 -24.11830  0.06
H -6.18354 -1.31869 -24.25038  0.07
H -4.98698 -0.10585 -23.74912  0.08
C -8.03759 -2.93741 -14.48399  -0.11
O -7.79610 -1.70396 -15.13716  -0.20
C -8.23578 -0.47355 -14.51569  -0.19
C -9.69738 -0.49732 -14.14021  -0.21
N -10.03146 0.79488 -13.52442  -0.08
C -10.29306 1.94084 -14.45781  -0.17
C -11.51682 1.74455 -15.41317  -0.16
O -11.75885 2.99102 -16.19987  -0.19
C -11.38807 2.79914 -17.55730  -0.13
H -8.79412 -3.49757 -15.03352  0.09
H -8.05684 -2.97797 -13.39491  0.10
H -7.23536 -3.63099 -14.73591  0.04
H -7.98637 0.35670 -15.17642  0.11
H -7.56396 -0.31670 -13.67181  0.12
H -9.76505 -1.17190 -13.28672  0.11
H -10.45175 -0.89768 -14.81752  0.13
H -9.28597 1.00184 -12.87518  0.09
H -9.44866 1.96114 -15.14678  0.09
H -10.29626 2.86464 -13.87931  0.12
H -12.37049 1.67330 -14.73918  0.11
H -11.48376 0.88473 -16.08228  0.11
H -11.30913 3.76178 -18.06247  0.08
H -12.15184 2.24392 -18.10182  0.08
H -10.40683 2.36334 -17.74531  0.08
C 2.92754 4.13792 -26.84788  -0.11
O 2.55153 3.15205 -25.89875  -0.21
C 1.72230 3.56903 -24.79153  -0.17
C 1.00372 2.37774 -24.15260  -0.21
N 0.73244 1.26077 -25.03206  -0.08
C 0.73397 -0.03458 -24.28999  -0.17
C 0.29556 -1.16847 -25.23245  -0.24
O -1.04582 -1.39208 -25.40298  -0.19
C -1.87985 -0.27960 -25.84727  -0.07
H 3.68972 3.79581 -27.54799  0.08
H 3.43412 5.02272 -26.46239  0.08
H 2.04916 4.43232 -27.42221  0.09
H 0.91456 4.17421 -25.20313  0.11
H 2.28944 4.22438 -24.13049  0.12
H 0.01940 2.65163 -23.77285  0.11
H 1.49289 1.85618 -23.32993  0.10
H 1.34935 1.31580 -25.82986  0.10
H 0.13595 -0.00367 -23.37921  0.11
H 1.77705 -0.19390 -24.01671  0.11
H 0.68254 -2.07224 -24.76174  0.11
H 0.80090 -1.08946 -26.19499  0.12
H -2.09088 0.54974 -25.17217  0.08
H -2.89014 -0.62460 -26.06728  0.07
H -1.52364 0.24144 -26.73593  0.08
C -7.46929 0.48292 -27.03257  -0.10
O -7.07547 1.07436 -28.24648  -0.20
C -5.78592 1.76676 -28.30341  -0.18
C -4.94733 1.25191 -29.51251  -0.20
N -5.75539 1.47943 -30.68585  -0.07
C -5.38419 0.70483 -31.82322  -0.22
C -6.48003 0.60145 -32.88289  -0.20
O -7.76603 0.10876 -32.47565  -0.20
C -8.78611 0.08794 -33.44638  -0.12
H -7.68806 1.22984 -26.26945  0.06
H -6.65516 -0.17165 -26.72135  0.09
H -8.44899 0.01641 -27.13572  0.09
H -5.10368 1.66021 -27.46004  0.10
H -5.98429 2.83177 -28.42388  0.12
H -4.92373 0.18408 -29.29507  0.11
H -3.95589 1.69290 -29.61579  0.12
H -6.70419 1.47002 -30.33975  0.10
H -5.17499 -0.31964 -31.51532  0.11
H -4.51429 1.10270 -32.34577  0.12
H -6.21941 -0.10464 -33.67131  0.12
H -6.61234 1.61475 -33.26213  0.12
H -8.51628 -0.50883 -34.31768  0.08
H -9.03803 1.09722 -33.77194  0.08
H -9.73347 -0.24526 -33.02261  0.09
C 1.37088 -6.41849 -18.70381  -0.09
O 1.97814 -6.76512 -19.96537  -0.16
C 1.01809 -6.71985 -20.98744  -0.24
C 0.91614 -5.38969 -21.73035  -0.23
N 0.08903 -4.46301 -20.98003  -0.03
C 0.06967 -3.12777 -21.61899  -0.20
C -0.79509 -2.20635 -20.74329  -0.15
O -1.16830 -0.92876 -21.42083  -0.23
C -2.54733 -0.48937 -21.26124  -0.07
H 2.17108 -6.15603 -18.01178  0.09
H 0.91314 -7.26679 -18.19492  0.08
H 0.71481 -5.54805 -18.70009  0.07
H 0.03800 -6.88152 -20.53869  0.10
H 1.20258 -7.55968 -21.65734  0.13
H 0.49804 -5.71902 -22.68158  0.11
H 1.87992 -5.13535 -22.17143  0.12
H 0.62786 -4.44245 -20.12602  0.08
H -0.14550 -3.13378 -22.68753  0.11
H 1.08123 -2.74668 -21.75908  0.11
H -0.35934 -1.94115 -19.78002  0.12
H -1.68896 -2.82859 -20.78722  0.09
H -3.16973 -1.38376 -21.23315  0.07
H -2.80725 -0.07759 -22.23642  0.08
H -2.76454 0.15387 -20.40850  0.07
C -0.07171 0.80445 -15.13525  -0.06
O 1.37894 0.95091 -14.93360  -0.16
C 2.02957 0.86478 -16.12459  -0.30
C 3.48628 0.46650 -15.85241  -0.19
N 4.17720 1.68829 -15.34105  -0.08
C 5.52472 1.34596 -14.98666  -0.21
C 6.43215 0.80780 -16.19648  -0.16
O 7.76142 0.57009 -15.62134  -0.21
C 8.68678 0.52146 -16.69967  -0.13
H -0.48978 0.36287 -14.23064  0.06
H -0.39547 0.12553 -15.92415  0.08
H -0.54333 1.78384 -15.21580  0.08
H 1.96271 1.74222 -16.76780  0.13
H 1.65493 0.06238 -16.76013  0.11
H 3.83404 0.41112 -16.88396  0.11
H 3.55930 -0.36633 -15.15302  0.13
H 3.66750 1.86862 -14.48795  0.10
H 5.47903 0.58907 -14.20364  0.11
H 5.85712 2.27639 -14.52631  0.12
H 6.62756 1.70623 -16.78193  0.11
H 6.04169 0.01047 -16.82886  0.11
H 8.34782 -0.07405 -17.54735  0.08
H 9.60151 0.07611 -16.30850  0.08
H 8.92162 1.55322 -16.96127  0.09
C -0.08678 -2.93980 -14.69277  -0.10
O -0.88418 -2.68858 -13.55577  -0.18
C -0.27598 -2.00887 -12.47159  -0.23
C 0.85160 -2.74526 -11.75489  -0.19
N 0.49390 -4.16984 -11.58217  -0.07
C -0.45980 -4.35287 -10.49882  -0.20
C -1.09053 -5.72160 -10.70144  -0.23
O -2.05095 -5.75683 -11.74183  -0.19
C -3.06717 -6.78973 -11.59079  -0.07
H 0.51998 -3.83271 -14.54229  0.09
H 0.67692 -2.23122 -15.01334  0.08
H -0.88224 -2.96177 -15.43765  0.10
H -0.98538 -1.71293 -11.69876  0.12
H 0.06224 -1.04150 -12.84296  0.09
H 1.13935 -2.35198 -10.77989  0.12
H 1.73780 -2.70228 -12.38805  0.10
H 0.07720 -4.44937 -12.45870  0.08
H -1.24063 -3.61819 -10.69543  0.11
H -0.00947 -4.16649 -9.52385  0.13
H -1.79103 -5.57662 -9.87903  0.10
H -0.58013 -6.64260 -10.41974  0.13
H -3.68280 -6.63405 -10.70486  0.09
H -2.61726 -7.78137 -11.54252  0.09
H -3.73121 -6.80687 -12.45500  0.06
C -11.80693 -4.25822 -23.36222  -0.10
O -11.95758 -2.91733 -22.85698  -0.18
C -10.79520 -2.08751 -23.07071  -0.20
C -11.19466 -0.59036 -23.42457  -0.18
N -12.31338 0.01230 -22.62916  -0.03
C -11.94322 -0.01828 -21.16424  -0.18
C -10.59278 0.58201 -20.68732  -0.18
O -10.54944 2.04917 -20.61607  -0.20
C -10.19994 2.76572 -21.80956  -0.09
H -12.79501 -4.71815 -23.37851  0.08
H -11.05788 -4.92339 -22.93261  0.07
H -11.61522 -4.26523 -24.43520  0.06
H -10.07945 -2.41447 -23.82495  0.10
H -10.15327 -2.07653 -22.18986  0.09
H -11.49979 -0.69166 -24.46608  0.10
H -10.27222 -0.01090 -23.46236  0.10
H -13.09645 -0.62085 -22.70678  0.09
H -11.87056 -1.06260 -20.86056  0.09
H -12.72692 0.33469 -20.49392  0.11
H -9.72501 0.07072 -21.10402  0.09
H -10.66821 0.37417 -19.61998  0.11
H -11.01152 2.71068 -22.53510  0.08
H -9.32059 2.33858 -22.29163  0.05
H -9.99613 3.82956 -21.68783  0.08
C -9.14660 6.55958 -18.77145  -0.11
O -8.46058 5.38869 -19.24158  -0.18
C -7.08026 5.65728 -19.59394  -0.19
C -6.60501 4.61390 -20.62518  -0.18
N -5.24715 4.72916 -21.17439  -0.06
C -4.66480 6.01989 -21.52377  -0.19
C -3.21350 5.84817 -21.90649  -0.28
O -2.69791 5.08979 -20.88692  -0.19
C -1.26271 4.95303 -21.00893  -0.05
H -8.75507 6.92674 -17.82277  0.08
H -10.21601 6.40255 -18.63077  0.08
H -9.18614 7.39587 -19.46941  0.08
H -6.34722 5.65573 -18.78726  0.11
H -6.97140 6.59287 -20.14249  0.11
H -7.17179 4.62968 -21.55610  0.09
H -6.67037 3.61170 -20.20161  0.10
H -4.56970 4.31538 -20.54992  0.09
H -4.56601 6.62688 -20.62382  0.12
H -5.20794 6.54204 -22.31146  0.13
H -2.81932 6.86405 -21.93345  0.12
H -3.03512 5.49323 -22.92153  0.12
H -1.08451 3.89042 -21.17388  0.08
H -0.66014 5.24621 -20.14926  0.09
H -0.95274 5.55935 -21.86004  0.08
C -5.74201 -5.56162 -14.45642  -0.06
C -6.41809 -6.87443 -14.23344  -0.45
C -7.92410 -6.63149 -14.06051  -0.22
O -8.38617 -5.73063 -13.05342  -0.18
C -9.79505 -5.65387 -13.08544  -0.12
N -6.17919 -7.93553 -15.22197  0.07
H -6.18756 -4.83081 -13.78150  0.07
H -5.84366 -5.07331 -15.42562  0.08
H -4.68612 -5.63238 -14.19530  0.07
H -6.09034 -7.22373 -13.25433  0.13
H -8.30440 -7.64040 -13.90059  0.12
H -8.28063 -6.26010 -15.02126  0.12
H -10.12497 -4.69792 -12.67872  0.09
H -10.22373 -6.38958 -12.40495  0.08
H -10.19470 -5.83565 -14.08310  0.09
H -6.69984 -7.49258 -15.96549  0.05
H -6.67864 -8.80281 -15.08604  0.07
C -7.40771 -3.68589 -22.12443  -0.02
C -6.84519 -4.76401 -23.11952  -0.41
C -7.28114 -4.60112 -24.56435  -0.24
O -8.65006 -4.69064 -24.68484  -0.19
C -9.11301 -4.52418 -26.07300  -0.05
N -5.43601 -4.71664 -22.92996  0.06
H -8.34146 -4.12010 -21.76709  0.05
H -7.60998 -2.72783 -22.60329  0.06
H -6.73230 -3.53448 -21.28241  0.06
H -7.07543 -5.75543 -22.72942  0.10
H -6.75929 -5.38575 -25.11221  0.12
H -6.93158 -3.64392 -24.95125  0.12
H -10.17298 -4.73949 -26.20788  0.08
H -8.63987 -5.18127 -26.80271  0.08
H -8.80245 -3.52534 -26.37954  0.08
H -5.10852 -3.79412 -23.17858  0.06
H -5.24545 -4.84052 -21.94586  0.05
C -13.72178 -5.15874 -18.24847  -0.06
C -12.82192 -4.94324 -19.46860  -0.45
C -11.31777 -5.27835 -19.39432  -0.16
O -10.56983 -4.45740 -18.50944  -0.21
C -9.81696 -3.33179 -18.83389  -0.08
N -13.52297 -5.43910 -20.63232  0.04
H -13.10405 -4.81479 -17.41889  0.07
H -13.89165 -6.23287 -18.17423  0.07
H -14.70154 -4.69156 -18.34797  0.08
H -12.77099 -3.85523 -19.51051  0.12
H -10.88501 -5.14401 -20.38567  0.11
H -11.33565 -6.31445 -19.05628  0.13
H -9.21856 -3.26970 -17.92496  0.09
H -10.43397 -2.47920 -19.11756  0.08
H -9.13263 -3.66877 -19.61250  0.07
H -13.32624 -6.41874 -20.77960  0.07
H -14.53087 -5.50136 -20.61311  0.07
C -2.72857 -9.84014 -24.98982  -0.04
C -3.51003 -9.07840 -23.92470  -0.47
C -2.83410 -8.88326 -22.58359  -0.22
O -2.09891 -9.89683 -21.95496  -0.20
C -2.74262 -11.19044 -21.74437  -0.04
N -4.21848 -7.97244 -24.54829  0.07
H -2.54803 -10.85441 -24.63379  0.06
H -1.77904 -9.31023 -25.06540  0.08
H -3.23371 -9.93294 -25.95124  0.08
H -4.31935 -9.74760 -23.63263  0.12
H -3.59220 -8.55901 -21.87066  0.09
H -2.27848 -7.94787 -22.65033  0.13
H -2.83556 -11.73634 -22.68322  0.07
H -3.68970 -10.87803 -21.30444  0.09
H -2.07648 -11.74636 -21.08459  0.09
H -4.98738 -7.69925 -23.95310  0.02
H -3.61366 -7.19723 -24.31739  0.06
C -5.11077 3.28163 -17.36991  -0.03
C -3.67928 2.98766 -16.94772  -0.50
C -2.99288 1.98685 -17.85665  -0.05
O -2.98277 4.19710 -16.94017  -0.04
H -5.78173 2.42866 -17.26818  0.07
H -5.05698 3.60284 -18.41011  0.06
H -5.59961 4.05738 -16.78056  0.08
H -3.64216 2.56357 -15.94430  0.13
H -2.74454 2.42411 -18.82372  0.08
H -3.54627 1.06789 -18.05000  0.06
H -2.03794 1.54263 -17.57587  0.06
H -2.61743 4.48322 -16.09977  0.09
C -3.80664 -3.47096 -27.53817  -0.05
C -3.55509 -3.87483 -26.08664  -0.49
C -2.20518 -4.37787 -25.89574  -0.07
O -3.79167 -2.76680 -25.20901  -0.07
H -3.93881 -4.40650 -28.08168  0.08
H -2.93917 -2.90933 -27.88483  0.07
H -4.65743 -2.91310 -27.92938  0.07
H -4.24845 -4.69437 -25.89775  0.12
H -1.42521 -3.80792 -26.40063  0.08
H -2.16921 -5.42594 -26.19299  0.09
H -1.90663 -4.32798 -24.84861  0.08
H -3.00571 -2.35801 -24.83919  0.05
C -7.33986 3.44788 -24.22624  -0.04
C -5.92926 3.35623 -24.77574  -0.52
C -5.30895 4.51717 -25.50135  -0.04
O -5.14747 3.06617 -23.67567  -0.07
H -7.87737 3.69248 -25.14241  0.08
H -7.48933 4.26318 -23.51840  0.07
H -7.81188 2.50532 -23.94903  0.06
H -5.74593 2.44294 -25.34177  0.11
H -4.90055 5.37560 -24.96806  0.07
H -6.06191 4.90940 -26.18495  0.08
H -4.53573 4.15033 -26.17638  0.08
H -5.30669 3.74987 -23.02084  0.03

Results
highest occupied orbital energy	-0.30362	hartree
charge	0
electronic energy	-167795.3632	eV